Entry 1:
C21H50BBr3CaCl7N3NaO11Ta | ωB97M-V with the def2-TZVPD basis set

For the total energy, the calculation gives -372436.7894 eV. The gap between HOMO and LUMO is 0.0296 Eh. For the LUMO energy, the calculation gives -0.09312 Ha.

The geometry in ORCA input format:
```
! wB97M-V def2-TZVPD RIJCOSX def2/J DEFGRID3
* xyz 0 1
N 1.055 -0.729 6.770
C 0.576 -2.007 6.213
Ta 0.664 -2.151 3.916
N 1.373 -0.163 3.659
O 0.886 -2.550 1.845
B 2.268 -2.687 1.618
O 2.945 -3.872 1.717
O 2.962 -1.513 1.323
H 2.058 -0.620 6.724
H 0.571 0.043 6.344
H 1.221 -2.822 6.631
H -0.410 -2.212 6.625
H -1.120 -1.645 3.717
H 0.042 -3.906 4.107
H 2.458 -2.716 4.124
H 1.342 0.142 2.693
H 0.926 0.537 4.239
H 2.325 -4.607 1.754
H 3.049 -1.425 0.371
C 5.799 -6.346 1.108
Br 6.954 -4.884 0.634
Br 5.793 -7.727 -0.240
Br 6.227 -7.059 2.851
H 4.794 -5.950 1.165
Ca 2.634 -3.567 6.445
C -1.904 -1.135 0.449
C -3.000 -1.760 -0.405
C -4.184 -0.816 -0.637
C -4.807 -0.444 0.640
N -5.286 -0.161 1.622
H -2.263 -0.894 1.451
H -1.071 -1.827 0.564
H -1.523 -0.218 -0.011
H -3.345 -2.672 0.075
H -2.582 -2.045 -1.372
H -4.937 -1.297 -1.263
H -3.855 0.093 -1.143
C 4.458 -10.243 3.566
Cl 5.432 -10.984 4.841
Cl 2.728 -10.360 3.917
H 4.728 -9.196 3.486
H 4.659 -10.752 2.631
C -5.682 4.970 -4.021
C -6.196 3.547 -4.082
O -5.820 2.809 -2.906
C -6.532 3.029 -1.812
O -7.486 3.790 -1.720
O -6.033 2.314 -0.844
C -6.648 2.509 0.448
H -4.607 4.975 -3.841
H -5.888 5.491 -4.956
H -6.148 5.525 -3.208
H -5.748 3.030 -4.925
H -7.283 3.515 -4.226
H -7.727 2.380 0.397
H -6.400 3.497 0.832
H -6.239 1.759 1.116
C -8.992 6.664 -0.949
Cl -7.682 7.545 -1.737
Cl -8.575 6.278 0.718
Cl -10.498 7.577 -1.027
H -9.138 5.731 -1.482
C 4.610 4.693 -4.727
O 3.714 3.945 -3.939
C 2.634 3.436 -4.700
C 1.892 2.372 -3.919
O 2.517 1.099 -3.965
C 3.678 0.946 -3.153
C 3.368 0.810 -1.680
O 3.159 2.088 -1.098
C 2.583 1.990 0.187
H 4.103 5.545 -5.195
H 5.397 5.066 -4.075
H 5.066 4.061 -5.498
H 3.004 3.009 -5.640
H 1.951 4.269 -4.921
H 0.918 2.229 -4.395
H 1.709 2.686 -2.889
H 4.395 1.747 -3.337
H 4.137 0.014 -3.485
H 4.220 0.338 -1.170
H 2.471 0.188 -1.547
H 1.592 1.523 0.127
H 2.469 2.997 0.584
H 3.227 1.412 0.860
C -4.112 -6.080 0.205
Cl -3.898 -5.459 1.843
Cl -3.235 -5.098 -0.977
H -3.736 -7.095 0.162
H -5.167 -6.062 -0.042
O 6.655 0.769 -0.539
C 6.453 1.989 -0.361
C 7.357 2.501 1.057
O 7.133 3.714 1.226
H 5.420 2.319 -0.158
H 6.786 2.683 -1.154
H 8.390 2.186 0.825
H 7.028 1.792 1.838
Na -9.203 3.584 -2.889
*
```

Atom charges from the Mulliken analysis, given in e for atoms 1 to 5: number 1, N, carries -0.546; number 2, C, carries -1.011; number 3, Ta, carries 1.371; number 4, N, carries -0.733; number 5, O, carries -0.500

---

Entry 2:
C21H50BN5O8 | ωB97M-V with the def2-TZVPD basis set

For the total energy, the calculation gives -47091.8686 eV. As for the structure (SMILES): CCB(O)COCCOC.CN(C)C=O.CN(C)C=O.CN(C)C=O.CN(C)C=O.CN(C)C=O. The gap between HOMO and LUMO is 0.3415 Eh. For the LUMO energy, the calculation gives 0.01239 Ha.

The geometry in ORCA input format:
```
! wB97M-V def2-TZVPD RIJCOSX def2/J DEFGRID3
* xyz 0 1
C 6.651 -3.037 -0.941
C 6.921 -1.419 -0.669
B 5.522 -0.524 -0.786
O 4.904 0.075 0.442
C 4.799 -0.298 -2.253
O 3.381 -0.655 -2.096
C 3.031 -1.896 -2.804
C 1.850 -2.782 -2.055
O 0.656 -2.005 -1.686
C 0.780 -1.394 -0.349
H 5.520 -3.212 -1.277
H 7.319 -3.386 -1.862
H 6.865 -3.637 0.043
H 7.423 -1.303 0.394
H 7.616 -1.032 -1.547
H 4.015 0.486 0.228
H 5.343 -0.825 -3.145
H 4.824 0.879 -2.448
H 2.691 -1.626 -3.900
H 3.990 -2.592 -2.853
H 1.519 -3.614 -2.844
H 2.331 -3.384 -1.157
H 1.733 -1.814 0.232
H -0.199 -1.434 0.292
H 1.033 -0.244 -0.541
C -0.986 3.029 -1.929
N -0.044 2.444 -2.861
C 0.266 1.034 -2.748
C 0.567 3.186 -3.850
O 1.370 2.754 -4.667
H -0.605 2.900 -0.912
H -1.947 2.516 -2.029
H -1.126 4.095 -2.127
H 1.340 0.919 -2.576
H 0.005 0.536 -3.687
H -0.290 0.581 -1.923
H 0.261 4.245 -3.847
C -5.221 -0.667 1.940
N -3.849 -0.879 1.524
C -3.563 -1.930 0.571
C -2.810 -0.113 2.007
O -1.632 -0.239 1.698
H -5.596 -1.585 2.403
H -5.825 -0.428 1.060
H -5.293 0.153 2.659
H -2.865 -2.641 1.023
H -3.092 -1.489 -0.314
H -4.480 -2.449 0.280
H -3.138 0.656 2.726
C 0.700 -6.280 -0.067
N -0.631 -5.977 0.417
C -1.762 -6.661 -0.174
C -0.856 -5.060 1.422
O -1.952 -4.759 1.877
H 0.750 -6.046 -1.135
H 0.898 -7.345 0.084
H 1.455 -5.695 0.464
H -2.441 -5.919 -0.605
H -2.294 -7.212 0.608
H -1.432 -7.354 -0.953
H 0.071 -4.599 1.801
C -3.287 6.404 0.202
N -4.211 5.614 -0.584
C -5.171 6.295 -1.427
C -4.206 4.235 -0.556
O -4.958 3.510 -1.195
H -3.858 7.046 0.880
H -2.688 7.023 -0.472
H -2.622 5.765 0.790
H -6.182 6.008 -1.120
H -5.017 5.985 -2.465
H -5.056 7.379 -1.346
H -3.438 3.820 0.116
C 1.843 2.118 4.004
N 0.512 2.420 4.489
C -0.619 1.737 3.898
C 0.287 3.337 5.494
O -0.809 3.638 5.948
H 1.893 2.352 2.937
H 2.041 1.053 4.156
H 2.598 2.702 4.536
H -1.298 2.479 3.467
H -1.151 1.186 4.679
H -0.289 1.044 3.119
H 1.214 3.798 5.872
*
```

Atom charges from the Mulliken analysis, given in e for atoms 1 to 5: number 1, C, carries -0.580; number 2, C, carries -0.438; number 3, B, carries 0.585; number 4, O, carries -0.572; number 5, C, carries -0.644